14
Properties=species:S:1:pos:R:3:forces:R:3 method="wB97M-V/def2-TZVPD" homo_lumo_gap_ha="0.36275 / 0.36277" lumo_energy_ev="-4.54 / -4.54" homo_ha="-0.5295 / -0.5295" total_charge=+1 de_lowest_kj_mol=756.41 total_energy_ha=-249.53704
C 0.7730 -1.2649 -0.2643 -1.78 3.45 1.37
C 0.4633 0.0288 -2.0368 0.56 2.03 -1.21
C -0.4484 0.4831 -0.0866 -2.15 2.75 6.22
C 0.8667 0.2578 -0.5777 1.88 -2.38 -0.88
C -0.7671 0.6600 2.2316 0.32 0.57 -2.51
N -0.3552 -0.5803 -0.9883 -0.44 -3.14 -0.63
H 1.1851 -1.9393 -0.8531 2.44 -2.82 -2.72
H 0.5107 -1.6102 0.7033 -0.17 0.17 0.84
H -0.0650 0.8861 -2.4995 0.44 -0.65 0.24
H 1.1050 -0.5631 -2.7409 -0.88 0.15 1.08
H -1.0327 1.3401 -0.1789 -0.77 1.09 -1.35
H -1.5222 1.4696 2.3574 0.13 -1.16 -0.50
H 0.2020 1.1372 2.2081 0.32 -0.48 0.47
H -0.9152 -0.3047 2.7258 0.10 0.41 -0.41